one.
Density functional theory data (wB97M-V/def2-TZVPD) for a 10-piece molecular cluster, C18H56O10 overall.

```
84
C18H56O10 (wB97M-V/def2-TZVPD)
O -18.016 11.287 5.942
O -19.204 7.465 4.124
O -25.329 12.510 4.968
O -27.004 10.021 4.824
O -18.848 9.071 11.640
O -21.599 11.667 10.866
O -21.771 14.527 5.218
O -20.298 13.878 2.953
O -22.873 12.211 6.238
O -25.779 11.824 9.991
C -16.964 10.312 10.797
C -19.289 7.230 2.704
C -20.568 16.514 5.773
C -25.071 8.853 3.977
C -21.365 15.368 6.351
C -22.575 15.792 7.162
C -26.119 13.335 5.812
C -20.329 15.086 2.203
C -24.598 11.951 9.207
C -18.386 9.858 10.520
C -21.991 11.060 6.305
C -21.439 10.793 4.898
C -18.154 12.114 4.788
C -25.390 9.245 6.443
C -22.035 12.225 12.092
C -26.083 8.965 5.114
C -18.535 8.959 9.318
C -20.889 11.470 7.257
H -25.587 8.747 3.027
H -20.688 14.717 6.918
H -19.586 8.706 9.192
H -16.393 9.482 11.215
H -21.486 10.721 11.001
H -18.396 11.757 6.687
H -18.830 9.623 12.428
H -21.259 11.590 8.277
H -26.689 8.063 5.190
H -16.961 11.156 11.486
H -23.043 11.901 12.369
H -19.027 10.742 10.415
H -18.712 13.035 4.980
H -20.851 14.029 3.740
H -24.322 8.087 4.168
H -26.104 9.195 7.263
H -18.694 11.602 3.992
H -20.958 9.818 4.795
H -19.548 15.795 2.517
H -21.224 17.165 5.199
H -25.440 12.776 4.052
H -22.216 13.747 5.593
H -18.624 8.228 4.216
H -16.449 10.591 9.874
H -24.709 11.600 8.177
H -21.285 15.612 2.306
H -20.175 14.876 1.144
H -20.072 10.743 7.271
H -27.113 12.892 5.955
H -22.549 10.165 6.593
H -25.671 13.375 6.802
H -20.444 12.404 6.907
H -23.152 16.586 6.695
H -21.355 11.976 12.919
H -22.316 15.976 8.205
H -24.330 13.015 9.145
H -22.025 13.310 12.018
H -26.486 10.825 4.738
H -23.244 14.921 7.232
H -19.784 8.063 2.199
H -26.237 14.331 5.391
H -20.751 11.560 4.533
H -22.286 10.807 4.198
H -17.962 8.044 9.470
H -26.522 12.233 9.541
H -24.588 8.530 6.654
H -18.282 7.148 2.276
H -19.806 6.294 2.534
H -23.678 11.962 5.764
H -19.728 16.140 5.191
H -20.147 17.079 6.610
H -18.164 9.451 8.418
H -17.167 12.415 4.426
H -23.810 11.421 9.727
H -24.534 9.812 3.948
H -24.895 10.221 6.395
```

Results
LUMO = 0.40 eV
orbital gap = 0.3730 Eh
SMILES = CC(C)O.CC(C)O.CC(C)O.CC(C)O.CO.CO.CO.CO.CO.CO
E_HOMO = -9.75 eV

=====

two.
Density functional theory data (wB97M-V/def2-TZVPD) for a 10-piece molecular cluster, C18H56O10 overall.

```
84
C18H56O10 (wB97M-V/def2-TZVPD)
O 3.286 0.878 -4.963
O -1.487 -1.645 -4.082
O -2.798 2.112 -3.849
O -0.728 -4.143 0.584
O 3.185 1.849 0.535
O -1.114 2.825 1.361
O -1.800 1.441 -1.111
O -0.232 -0.888 4.365
O 0.938 1.722 2.833
O 3.581 -0.337 -1.110
C 1.678 2.595 3.726
C -2.872 -0.468 -0.049
C 3.195 2.382 3.799
C 3.324 -1.677 -0.781
C -0.345 -0.382 -0.158
C -1.897 3.197 -3.898
C 0.057 -5.758 2.219
C 2.066 1.008 -4.118
C 1.085 1.975 -4.693
C 2.567 2.909 -0.245
C 1.419 -0.360 -4.057
C 1.072 2.345 5.127
C -2.387 2.836 2.007
C -1.688 -0.859 4.254
C -0.991 -4.685 1.868
C -2.705 -2.179 -3.753
C -2.418 -5.135 1.999
C -1.686 0.005 -0.850
H 2.895 2.893 -1.282
H -2.090 -0.908 3.222
H 0.533 -0.039 -0.839
H 2.444 1.358 -3.089
H 3.659 3.032 4.513
H -1.390 3.146 -2.992
H 3.955 1.532 -4.714
H 0.827 -0.545 -4.989
H 1.552 2.870 5.902
H -0.352 0.141 0.763
H 3.392 1.378 4.068
H -1.751 -0.482 -1.857
H -3.106 -4.420 1.665
H 1.064 1.246 5.394
H -0.811 -3.828 2.527
H -2.485 4.142 -3.975
H 2.152 -1.157 -4.056
H 3.858 -2.456 -1.342
H 3.167 1.103 -0.095
H -3.850 -0.234 -0.516
H 0.732 -0.457 -3.226
H 0.838 1.678 -5.733
H 2.697 3.901 0.171
H 1.477 2.656 -0.208
H -2.809 -1.599 -0.001
H 1.327 3.041 -4.672
H 2.247 -1.799 -0.901
H 4.545 -0.162 -0.834
H -0.407 2.456 1.883
H -2.896 -0.215 1.040
H -2.042 -0.015 4.819
H 3.601 -1.822 0.272
H -0.809 -4.845 -0.071
H -3.278 -2.493 -4.661
H -0.297 -1.453 0.100
H -1.672 -0.808 -4.551
H 0.213 -0.328 3.724
H -2.501 -6.092 1.502
H 1.024 -5.255 2.055
H 0.003 -6.665 1.580
H -2.422 -2.986 -3.069
H -1.872 1.901 -0.262
H -2.674 3.864 2.118
H 1.423 1.849 1.985
H -0.031 -6.033 3.225
H -2.283 2.362 2.968
H 0.209 1.876 -4.061
H -1.326 3.076 -4.820
H -2.673 -5.393 3.049
H -0.016 2.558 5.054
H 1.325 3.573 3.497
H 3.636 2.507 2.759
H -3.361 -1.469 -3.177
H -3.100 2.244 1.407
H -2.082 -1.738 4.740
H -2.714 1.751 -2.966
```

Results
LUMO = 0.50 eV
orbital gap = 0.3721 Eh
SMILES = CC(C)O.CC(C)O.CC(C)O.CC(C)O.CO.CO.CO.CO.CO.CO
E_HOMO = -9.63 eV

=====

Which of them is the most stable? Correct choice: one.

=====

one.
Density functional theory data (wB97M-V/def2-TZVPD) for one molecule with the formula C5H6O3.

```
14
C5H6O3 (wB97M-V/def2-TZVPD)
O -1.322 -0.757 -0.596
O 0.886 0.048 -1.133
O 0.740 0.955 0.842
C -1.269 0.598 -0.205
C 0.140 1.078 -0.416
C -0.960 -0.408 0.793
C 1.107 -0.964 -0.266
C 0.525 -0.404 1.011
H -1.714 -0.724 1.563
H -2.163 1.169 -0.314
H 0.936 -0.750 1.970
H 0.369 2.020 -0.847
H 0.694 -1.978 -0.574
H 2.179 -1.113 -0.206
```

Results
LUMO = 0.94 eV
orbital gap = 0.3942 Eh
SMILES = C1O[C@@H]2O[C@H]1[C@@H]1O[C@H]21
E_HOMO = -9.79 eV

=====

two.
Density functional theory data (wB97M-V/def2-TZVPD) for one molecule with the formula C5H6O3.

```
14
C5H6O3 (wB97M-V/def2-TZVPD)
O -2.068 0.634 -0.774
O 1.781 0.599 0.776
O -0.904 -1.342 0.059
C 0.492 -1.486 0.019
C -1.136 0.056 0.021
C 2.069 0.744 -0.681
C -2.221 0.711 0.719
C 0.957 -0.048 -0.068
H 0.898 -2.039 0.815
H 2.960 0.345 -1.038
H -1.933 1.806 0.949
H 1.663 1.646 -1.135
H -3.242 0.471 1.114
H 0.685 -2.097 -0.775
```

Results
LUMO = 0.94 eV
orbital gap = 0.3552 Eh
E_HOMO = -8.72 eV

=====

three.
Density functional theory data (wB97M-V/def2-TZVPD) for C5H6O3 as an isolated structure.

```
14
C5H6O3 (wB97M-V/def2-TZVPD)
O -2.432 -0.896 0.684
O 0.230 1.221 -1.489
O 0.740 -1.530 0.545
C 0.097 -0.669 0.132
C -1.293 -0.162 0.145
C 2.148 0.070 -0.906
C -2.132 0.191 1.412
C 0.828 0.352 -0.767
H -1.107 0.297 -0.949
H 2.773 -0.198 0.161
H 2.701 0.873 -1.430
H 2.125 -1.022 -1.327
H -1.975 0.024 2.566
H -2.703 1.447 1.224
```

Results
LUMO = -0.66 eV
orbital gap = 0.3206 Eh
E_HOMO = -9.38 eV

=====

Which of them is the most stable? Correct choice: one.

=====

one.
Density functional theory data (wB97M-V/def2-TZVPD) for one molecule with the formula C5H6O3.

```
14
C5H6O3 (wB97M-V/def2-TZVPD)
O -0.676 0.168 1.280
O -0.812 -1.679 -0.099
O 2.496 -0.901 -0.152
C 0.044 -1.072 0.844
C 1.471 -0.387 0.160
C 0.946 1.070 -0.121
C -1.182 -0.416 -0.918
C -0.723 0.846 -0.033
H 1.570 1.658 -1.073
H -2.410 -0.317 -1.053
H 0.040 -1.768 1.865
H 1.292 1.756 0.894
H -0.623 -0.574 -1.899
H -1.435 1.616 0.304
```

Results
LUMO = 0.66 eV
orbital gap = 0.3689 Eh
SMILES = O=C1C[C@H]2CO[C@@H]1O2
E_HOMO = -9.38 eV

=====

two.
Density functional theory data (wB97M-V/def2-TZVPD) for one molecule with the formula C5H6O3.

```
14
C5H6O3 (wB97M-V/def2-TZVPD)
O -2.397 -1.067 -0.414
O 0.628 0.004 -1.193
O 0.702 -1.032 0.863
C -1.460 -0.416 -0.092
C -1.609 1.017 0.434
C 1.831 0.160 -0.658
C -0.024 -0.947 -0.426
C 1.827 -0.328 0.583
H -0.718 1.237 1.205
H -2.609 1.157 0.928
H 2.563 -0.387 1.293
H -1.409 1.728 -0.554
H 0.124 -1.952 -0.845
H 2.553 0.827 -1.126
```

Results
LUMO = 0.82 eV
orbital gap = 0.3351 Eh
SMILES = CC(=O)C1OC=CO1
E_HOMO = -8.30 eV

=====

three.
Density functional theory data (wB97M-V/def2-TZVPD) for a 2-piece molecular cluster, C5H6O3 overall.

```
14
C5H6O3 (wB97M-V/def2-TZVPD)
O 0.504 1.462 -0.181
O 1.010 -1.525 -0.058
O -2.515 0.159 -0.360
C 1.894 -0.496 0.121
C 1.743 0.780 -0.003
C -0.243 -0.677 -0.318
C -0.376 0.561 0.388
C -1.563 -0.241 0.336
H 2.898 -0.899 -0.011
H -4.018 -0.460 0.474
H 0.006 0.620 1.508
H -1.781 -0.793 1.217
H 2.639 1.617 -0.141
H -0.466 -0.420 -1.403
```

Results
LUMO = -2.77 eV
orbital gap = 0.2112 Eh
E_HOMO = -8.52 eV

=====

Which of them is the most stable? Correct choice: two.

=====

one.
Density functional theory data (wB97M-V/def2-TZVPD) for one molecule with the formula C11H22N6O4.

```
43
C11H22N6O4 (wB97M-V/def2-TZVPD)
O -3.289 1.870 0.153
O -2.803 0.594 1.915
O 0.523 -1.993 0.881
O -6.325 -0.566 0.971
N -1.610 -1.316 0.375
N 6.249 1.505 -0.468
N 0.364 1.164 0.161
N 5.248 -0.219 0.743
N 7.608 0.002 0.628
N -6.318 1.451 -0.081
C 6.430 0.409 0.356
C -0.227 -1.234 0.281
C 1.813 -0.418 -0.970
C -2.648 -0.457 -0.243
C -2.954 0.803 0.577
C 4.239 -0.381 -0.299
C -5.912 0.126 0.064
C 2.801 -0.354 0.226
C -5.072 -0.424 -1.053
C 0.393 -0.099 -0.543
C -3.921 -1.313 -0.520
H -4.772 0.277 -1.794
H -0.201 0.074 -1.437
H -3.678 -2.070 -1.306
H 2.566 0.571 0.780
H -6.718 1.745 0.811
H -1.827 -1.959 1.200
H 5.431 2.038 -0.110
H 4.383 0.385 -1.071
H -5.727 -1.107 -1.637
H 7.119 1.996 -0.600
H 2.125 0.357 -1.604
H -2.206 -0.100 -1.167
H -4.168 -1.785 0.410
H -0.552 1.617 0.066
H 0.504 0.985 1.175
H 1.882 -1.389 -1.507
H 4.367 -1.280 -0.838
H -5.575 2.131 -0.367
H 7.591 -0.823 1.192
H 2.667 -1.196 0.949
H -3.158 1.370 2.330
H 5.357 -0.986 1.372
```

Results
LUMO = 0.32 eV
orbital gap = 0.3285 Eh
SMILES = [H]/N=C(/N)NCCC[C@H](N)C(=O)N[C@@H](CCC(N)=O)C(=O)O
E_HOMO = -8.61 eV

=====

two.
Density functional theory data (wB97M-V/def2-TZVPD) for one molecule with the formula C11H22N6O4.

```
43
C11H22N6O4 (wB97M-V/def2-TZVPD)
O 0.042 -0.971 2.985
O 2.390 2.108 0.516
O 2.393 -3.231 -0.096
O 0.358 1.040 2.102
N 0.599 -1.917 0.197
N -4.256 0.362 -0.952
N -5.333 -0.143 1.059
N -5.588 2.001 0.018
N 4.195 -1.227 0.522
N 4.472 2.939 0.131
C -3.689 -0.978 -1.078
C -2.191 -0.941 -1.069
C 3.793 1.044 -1.186
C 1.942 -2.128 0.054
C 3.443 2.056 -0.123
C 2.829 -0.140 -1.240
C 0.123 -0.234 2.002
C 2.857 -0.889 0.114
C -5.059 0.699 0.100
C -1.660 -0.868 0.381
C -0.111 -0.707 0.572
H 3.828 1.590 -2.137
H -4.456 0.889 -1.780
H 4.446 3.534 0.973
H 5.405 2.758 -0.253
H -6.025 2.279 0.911
H -2.262 -0.057 0.826
H 1.799 0.186 -1.456
H 0.086 -2.826 0.350
H 0.597 1.483 1.267
H -4.025 -1.464 -2.001
H 0.150 0.050 -0.164
H -4.923 2.719 -0.262
H 3.239 -0.831 -1.992
H -4.024 -1.612 -0.245
H 4.846 0.645 -1.099
H -1.972 -1.784 0.868
H -1.795 -0.111 -1.654
H -1.821 -1.852 -1.563
H 4.436 -2.144 0.168
H 2.556 -0.235 0.914
H -5.844 0.359 1.795
H 4.209 -1.450 1.527
```

Results
LUMO = 0.54 eV
orbital gap = 0.3506 Eh
SMILES = [H]/N=C(\N)NCCC[C@H](NC(=O)[C@@H](N)CCC(N)=O)C(=O)O
E_HOMO = -9.01 eV

=====

Which of them is the most stable? Correct choice: two.

=====

one.
Density functional theory data (wB97M-V/def2-TZVPD) for a 2-piece molecular cluster, CH6ClNOP overall.

```
11
CH6ClNOP (wB97M-V/def2-TZVPD)
Cl -3.510 0.503 0.344
P -2.096 -0.761 -0.113
O -0.874 -0.092 -0.690
N 1.503 0.560 -0.493
C 2.145 0.521 0.613
H 1.926 1.055 -1.348
H 3.101 0.916 0.583
H 0.558 0.373 -0.362
H -2.777 -1.627 -0.955
H 1.613 0.000 1.430
H -1.588 -1.447 0.993
```

Results
LUMO = -4.90 eV
orbital gap = 0.3799 Eh
net charge = +1
E_HOMO = -15.23 eV

=====

two.
Density functional theory data (wB97M-V/def2-TZVPD) for a 2-piece molecular cluster, CH6ClNOP overall.

```
11
CH6ClNOP (wB97M-V/def2-TZVPD)
Cl 3.234 -0.512 -0.471
P 1.972 0.780 0.300
O 0.641 0.246 0.148
N -1.676 -0.991 0.304
C -1.950 -0.065 -0.535
H -2.446 -1.757 0.448
H -1.015 0.516 -0.796
H 2.303 2.022 -0.524
H 2.482 1.103 1.597
H -0.734 -1.031 0.678
H -2.812 -0.311 -1.148
```

Results
LUMO = -5.02 eV
orbital gap = 0.3759 Eh
net charge = +1
E_HOMO = -15.25 eV

=====

Which of them is the most stable? Correct choice: one.